Entry 1:
Molecular formula: H4NO5P3Sr
Method: DFT, the ωB97M-V functional and the def2-TZVPD basis

## Properties
E: -1487.531933 Ha
molecular weight: 278.58 g mol⁻¹
charge: +2
highest occupied orbital energy: -16.5974 eV
orbital gap: 7.79 eV
lowest unoccupied orbital energy: -0.3238 Ha

CARTESIAN COORDINATES (ANGSTROEM)
O -1.306 -0.188 -3.746
N -2.134 0.006 -3.076
O -1.848 -0.571 -1.454
P -0.183 -0.936 -1.141
P -0.302 -0.534 0.991
P 0.856 1.364 1.242
O -0.173 2.377 1.354
O 1.825 1.125 2.464
O 1.806 1.526 0.001
H -0.209 -2.353 -1.145
H 0.431 -1.605 1.530
H 1.679 0.365 3.046
H 2.702 1.168 0.104
Sr -3.144 -1.743 -0.172



Entry 2:
Molecular formula: C4H6N3
Method: DFT, the ωB97M-V functional and the def2-TZVPD basis

## Properties
E: -319.628449 Ha
2S+1: 3
molecular weight: 96.11 g mol⁻¹
charge: +1
highest occupied orbital energy (alpha / beta): -12.0894 / -14.7924 eV
orbital gap (alpha / beta): 8.45 / 8.28 eV
lowest unoccupied orbital energy (alpha / beta): -0.1337 / -0.2395 Ha
relative energy (zero: lowest compared OMol25 entry of this formula, charge and spin): 141.38 kcal per mole

CARTESIAN COORDINATES (ANGSTROEM)
C 1.712 -1.559 2.235
C 0.433 -1.308 2.019
C -0.095 0.172 -1.100
C -1.249 0.494 -0.120
N 1.812 -0.820 1.054
N 0.720 0.031 1.380
N 0.118 0.749 0.233
H 2.492 -2.341 2.579
H 0.285 -0.880 -1.250
H 0.148 0.774 -1.966
H -1.949 1.338 -0.487
H -1.627 -0.256 0.377
H 0.355 1.740 0.581



Entry 3:
Molecular formula: C2H9NO2
Method: DFT, the ωB97M-V functional and the def2-TZVPD basis

## Properties
E: -286.793650 Ha
SMILES: NCO.CO
molecular weight: 79.10 g mol⁻¹
highest occupied orbital energy: -9.2326 eV
orbital gap: 10.00 eV
lowest unoccupied orbital energy: 0.0282 Ha
relative energy (zero: lowest compared OMol25 entry of this formula, charge and spin): 15.52 kcal per mole

CARTESIAN COORDINATES (ANGSTROEM)
N 2.022 -1.297 -0.319
C 1.918 -0.014 0.276
O 0.834 0.114 1.222
H 2.533 -1.994 0.185
H 1.213 -1.603 -0.835
H 2.767 0.081 0.927
H 1.811 0.795 -0.431
H 0.015 0.398 0.808
C -2.464 0.078 -0.193
O -1.898 1.173 -0.906
H -1.938 0.007 0.750
H -3.545 0.091 -0.030
H -2.331 -0.820 -0.797
H -2.525 1.883 -1.075



Entry 4:
Molecular formula: C29H39BrCl2LaN4Si
Method: DFT, the ωB97M-V functional and the def2-TZVPD basis

## Properties
E: -5162.785588 Ha
molecular weight: 761.46 g mol⁻¹
charge: +1
highest occupied orbital energy: -10.3405 eV
orbital gap: 7.87 eV
lowest unoccupied orbital energy: -0.0910 Ha
relative energy (zero: lowest compared OMol25 entry of this formula, charge and spin): 2.61 kcal per mole

CARTESIAN COORDINATES (ANGSTROEM)
La 0.088 0.130 0.222
Cl -1.007 2.242 2.175
C -2.728 1.865 1.939
Cl -3.037 0.740 0.584
H -3.249 2.787 1.715
H -3.085 1.394 2.847
C 1.810 -0.035 -1.608
Si 1.726 -1.625 -2.470
C -0.090 -1.843 -2.957
N -1.051 -1.588 -1.839
C -2.363 -1.160 -2.368
C -3.094 -2.245 -3.150
C -3.297 -3.478 -2.276
C -1.969 -3.943 -1.690
C -1.256 -2.791 -0.992
C 2.704 -1.902 -4.039
C 3.822 -2.738 -4.067
C 4.567 -2.907 -5.227
C 4.204 -2.242 -6.387
C 3.096 -1.404 -6.386
C 2.361 -1.238 -5.222
C 2.109 -3.029 -1.279
C 1.841 -4.361 -1.631
C 2.023 -5.397 -0.731
C 2.487 -5.127 0.555
C 2.776 -3.825 0.922
C 2.591 -2.789 0.006
H 1.650 0.745 -2.370
H 2.816 0.139 -1.205
H -0.274 -2.809 -3.436
H -0.302 -1.103 -3.739
H -2.209 -0.268 -2.980
H -2.991 -0.863 -1.519
H -2.514 -2.502 -4.040
H -4.049 -1.858 -3.510
H -3.786 -4.276 -2.836
H -3.981 -3.221 -1.457
H -1.328 -4.355 -2.473
H -2.117 -4.756 -0.974
H -0.285 -3.116 -0.618
H -1.851 -2.469 -0.128
H 4.123 -3.272 -3.172
H 5.432 -3.559 -5.224
H 4.782 -2.374 -7.293
H 2.808 -0.882 -7.289
H 1.506 -0.569 -5.248
H 1.485 -4.596 -2.630
H 1.814 -6.417 -1.029
H 2.642 -5.939 1.255
H 3.164 -3.606 1.909
H 2.844 -1.779 0.314
C -0.490 -3.929 4.366
N -1.538 -3.424 3.465
C -2.658 -4.293 3.105
C -1.265 -2.365 2.753
N -1.004 -1.431 2.117
H -0.955 -4.260 5.293
H 0.200 -3.118 4.584
H 0.046 -4.756 3.898
H -3.158 -4.615 4.017
H -2.303 -5.166 2.554
H -3.362 -3.733 2.494
N -0.785 2.037 -1.618
H -1.784 2.147 -1.756
H -0.396 1.638 -2.468
H -0.390 2.970 -1.545
Br 5.504 0.220 4.983
C 4.064 0.211 3.765
C 3.220 -0.888 3.708
C 2.166 -0.871 2.805
C 1.901 0.198 1.935
C 2.795 1.270 2.044
C 3.864 1.301 2.934
H 3.399 -1.732 4.363
H 1.535 -1.757 2.776
H 2.685 2.144 1.399
H 4.534 2.148 2.985



What did we get for max |F|? Answer: 1.9; 6.6; 1.6; 0.8 eV Å⁻¹, in the order shown.